No. 1
# CFNOS

CFNOS as an isolated structure at a distorted geometry (ωB97M-V/def2-TZVPD, the Open Molecules 2025 dataset).

Geometry as ORCA input:
```
! RIJCOSX wB97M-V def2-TZVPD def2/J DEFGRID3
* xyz 0 1
C -1.283 -0.082 -0.008
N -2.333 0.154 -0.431
O -0.276 -0.312 0.645
F 2.189 0.883 -0.041
S 1.702 -0.642 -0.165
*
```

For the HOMO energy (spin up / spin down), the calculation gives -10.846 / -10.845 eV. For the energy above the lowest of the compared OMol25 structures with the same formula, charge and spin, the calculation gives 58.4 kcal per mole. The calculation puts the strongest force on any atom at 5.3 eV Å⁻¹. Its LUMO energy (spin up / spin down) is -3.45 / -3.45 eV. As for the total energy: -18123.243 eV. The value obtained for the HOMO-LUMO gap (spin up / spin down) is 0.2718 / 0.2717 hartree.

***

No. 2
# CH10BF4HfN2

CH10BF4HfN2 as an isolated structure at a distorted geometry (ωB97M-V/def2-TZVPD, the Open Molecules 2025 dataset).

Geometry as ORCA input:
```
! RIJCOSX wB97M-V def2-TZVPD def2/J DEFGRID3
* xyz 1 1
C -1.533 0.805 -1.165
Hf 0.235 1.154 -0.287
N 2.008 0.799 1.430
N 1.306 -0.127 -1.852
H 1.813 -0.066 1.924
H 0.653 2.752 -0.263
H -2.168 1.442 -0.479
H -1.596 -0.427 -1.137
H -1.436 1.261 -2.188
H 1.560 -1.045 -1.429
H 2.197 0.275 -2.176
H 0.817 -0.361 -2.730
H 2.969 0.708 1.072
H 2.132 1.513 2.170
F -0.223 -0.627 0.636
B -2.164 -2.004 1.609
F -1.959 -1.480 2.831
F -2.943 -1.345 0.737
F -1.669 -3.226 1.296
*
```

For the HOMO energy, the calculation gives -13.537 eV. The calculation puts the strongest force on any atom at 5.7 eV Å⁻¹. Its LUMO energy is -4.28 eV. As for the total energy: -17030.681 eV. The value obtained for the HOMO-LUMO gap is 0.3401 hartree.